C10H33NO9 | ωB97M-V/def2-TZVPD

Results
LUMO	0.429	eV
total energy	-1132.6098	Ha
SMILES	COCCNCCOC.OCCO.OCCO.O.O.O

CARTESIAN COORDINATES (ANGSTROEM)
C (-17.46, -16.32, 20.58)
O (-18.04, -16.05, 19.31)
C (-19.15, -15.17, 19.38)
C (-19.52, -14.75, 17.98)
N (-20.24, -15.86, 17.34)
C (-20.95, -15.44, 16.12)
C (-21.56, -16.59, 15.36)
O (-22.73, -17.00, 16.09)
C (-23.68, -17.66, 15.30)
H (-17.10, -15.39, 21.01)
H (-16.63, -16.99, 20.36)
H (-18.20, -16.82, 21.22)
H (-18.81, -14.27, 19.92)
H (-19.97, -15.57, 19.98)
H (-18.61, -14.59, 17.38)
H (-20.04, -13.79, 17.96)
H (-19.54, -16.52, 17.00)
H (-20.22, -14.92, 15.46)
H (-21.68, -14.67, 16.36)
H (-20.91, -17.45, 15.20)
H (-21.95, -16.18, 14.42)
H (-24.10, -16.96, 14.56)
H (-24.52, -17.95, 15.93)
H (-23.28, -18.56, 14.82)
O (-19.38, -13.42, 12.31)
C (-18.41, -12.52, 11.80)
C (-18.17, -11.47, 12.86)
O (-17.33, -10.43, 12.46)
H (-19.45, -14.21, 11.77)
H (-17.48, -13.08, 11.61)
H (-18.79, -12.07, 10.88)
H (-17.99, -11.83, 13.87)
H (-19.19, -11.09, 13.03)
H (-17.63, -9.57, 12.76)
O (-15.87, -10.29, 19.05)
C (-16.02, -10.65, 17.68)
C (-16.84, -11.90, 17.56)
O (-18.09, -11.80, 18.26)
H (-15.31, -10.94, 19.50)
H (-16.53, -9.80, 17.20)
H (-15.06, -10.75, 17.17)
H (-16.32, -12.73, 18.06)
H (-16.99, -12.20, 16.53)
H (-17.83, -11.52, 19.15)
O (-20.13, -12.25, 20.50)
H (-20.29, -11.94, 19.60)
H (-20.96, -12.12, 20.97)
O (-18.11, -11.17, 22.31)
H (-18.59, -11.53, 21.55)
H (-18.75, -10.60, 22.75)
O (-13.80, -11.20, 20.78)
H (-13.91, -10.25, 20.64)
H (-13.73, -11.30, 21.74)